Record 1
Below is a single C39H55BFIN2O5S molecule, with properties calculated with ωB97M-V/def2-TZVPD.

The geometry in XYZ format:
```
105
Properties=species:S:1:pos:R:3:forces:R:3:lowdin_charge:R:1
C 2.426 0.810 4.023 -0.066 -0.042 -0.171 -0.06
C 1.319 1.853 4.132 0.119 0.003 0.545 -0.21
O 1.131 2.560 2.906 0.115 -0.301 -0.496 -0.08
C -0.140 2.673 2.409 -0.196 0.598 0.244 -0.19
C -0.795 1.580 1.846 0.098 -0.172 0.080 -0.08
C -0.097 0.248 1.744 0.171 0.150 -0.189 -0.08
C 1.077 0.329 0.749 0.072 -0.217 0.233 -0.07
C 0.562 0.227 -0.661 0.079 0.148 0.010 -0.52
O 0.379 -0.818 -1.216 0.007 -0.147 -0.196 0.11
O 0.276 1.388 -1.283 -0.115 0.058 -0.064 0.13
C -2.075 1.758 1.322 0.162 0.079 -0.071 -0.19
C -2.656 3.025 1.302 -0.004 0.239 -0.103 -0.49
C -1.975 4.118 1.850 0.200 -0.352 0.027 -0.62
I -2.886 6.004 1.773 -0.013 0.016 -0.020 0.99
C -0.720 3.952 2.442 -0.230 -0.217 -0.001 -0.15
C 0.021 5.097 3.086 0.121 0.053 -0.073 -0.37
C 1.142 5.641 2.229 -0.041 0.030 0.345 -0.01
F 0.535 4.711 4.329 -0.001 -0.070 0.061 -0.01
S -4.261 3.229 0.604 -0.087 -0.033 0.227 1.00
C -4.248 1.943 -0.601 0.055 0.110 -0.247 -0.39
C -5.008 2.125 -1.754 -0.097 -0.123 0.100 -0.12
B -5.785 3.449 -2.104 0.180 0.280 0.185 -0.52
C -5.022 4.730 -2.606 0.027 -0.333 -0.382 0.00
O -7.143 3.440 -1.977 0.015 -0.274 -0.368 0.16
C -5.061 1.062 -2.657 0.189 -0.204 0.327 0.02
C -4.372 -0.129 -2.439 -0.122 0.304 0.157 -0.16
C -4.488 -1.240 -3.450 0.003 0.175 0.095 -0.14
C -3.362 -1.225 -4.510 -0.437 -0.491 0.227 -0.15
C -2.879 -2.628 -4.890 0.260 0.210 -0.387 -0.26
O -2.745 -2.820 -6.300 -0.156 -0.001 0.030 -0.08
C -3.578 -0.265 -1.287 0.003 -0.187 -0.664 -0.10
C -2.825 -1.540 -1.033 -0.040 -0.181 0.233 -0.12
C -3.650 -2.540 -0.180 0.183 0.379 0.187 -0.16
C -2.935 -3.031 1.081 -0.352 -0.273 -0.089 -0.21
C -2.086 -4.279 0.871 0.509 -0.048 0.124 -0.20
C -0.678 -4.009 0.297 -0.453 0.220 0.301 -0.20
C 0.444 -4.457 1.221 0.214 -0.293 -0.489 -0.21
C 1.823 -4.010 0.718 -0.069 0.169 0.087 -0.21
C 2.738 -3.500 1.818 0.255 -0.001 0.139 -0.22
C 4.161 -3.219 1.353 0.132 0.106 -0.262 -0.20
C 4.280 -2.150 0.250 0.281 0.155 -0.034 -0.19
C 4.996 -0.871 0.710 0.038 -0.204 0.199 -0.18
C 6.508 -0.880 0.449 -0.029 0.362 0.001 -0.13
N 6.927 0.029 -0.608 -0.041 -0.123 -0.299 -0.12
C 7.868 -0.271 -1.555 -0.026 0.208 -0.151 -0.10
C 8.036 0.824 -2.367 0.069 -0.158 0.144 -0.11
C 7.170 1.832 -1.889 -0.086 -0.039 0.062 -0.10
C 6.498 1.314 -0.808 0.169 0.004 -0.039 -0.11
C -3.529 0.778 -0.374 0.058 0.024 -0.038 -0.19
N -2.747 0.600 0.817 -0.590 0.371 0.276 0.09
H 2.875 0.867 3.035 0.117 0.008 -0.110 0.07
H 3.208 0.980 4.755 0.083 0.039 0.079 0.07
H 2.061 -0.205 4.161 -0.063 -0.093 -0.008 0.07
H 1.598 2.591 4.880 -0.076 0.177 0.026 0.11
H 0.378 1.417 4.462 -0.142 -0.067 -0.089 0.13
H 0.271 -0.090 2.708 0.068 0.045 0.117 0.11
H -0.783 -0.507 1.377 -0.151 -0.052 0.098 0.09
H 1.655 1.233 0.919 0.068 0.145 -0.033 0.12
H 1.734 -0.524 0.896 0.082 -0.128 0.023 0.10
H 0.404 2.127 -0.676 0.009 0.030 -0.001 0.11
H -0.672 5.900 3.312 -0.174 0.024 -0.010 0.06
H 1.560 6.517 2.719 0.079 0.122 -0.023 0.09
H 0.736 5.937 1.265 0.066 0.003 -0.165 0.09
H 1.926 4.899 2.119 0.017 -0.122 -0.174 0.08
H -4.220 4.442 -3.287 0.099 -0.005 -0.042 0.07
H -4.533 5.225 -1.768 -0.023 0.124 0.141 0.05
H -5.657 5.439 -3.136 -0.073 0.187 0.100 0.06
H -7.538 4.195 -2.423 -0.097 0.146 0.241 0.10
H -5.659 1.156 -3.555 -0.087 0.003 -0.069 0.12
H -5.455 -1.142 -3.940 -0.081 -0.041 -0.117 0.12
H -4.520 -2.196 -2.937 0.103 -0.155 0.076 0.10
H -2.541 -0.624 -4.130 0.161 0.153 -0.182 0.12
H -3.774 -0.783 -5.416 0.131 0.332 -0.075 0.11
H -1.906 -2.819 -4.435 -0.016 -0.157 0.252 0.11
H -3.593 -3.376 -4.561 -0.034 -0.148 0.099 0.11
H -2.543 -1.975 -6.706 0.117 0.038 -0.018 0.07
H -1.903 -1.316 -0.503 -0.014 0.084 -0.083 0.07
H -2.533 -1.980 -1.980 0.105 -0.116 -0.129 0.11
H -4.562 -2.031 0.132 -0.178 -0.006 -0.039 0.11
H -3.956 -3.406 -0.765 -0.094 -0.047 -0.138 0.11
H -2.336 -2.219 1.496 0.118 0.035 0.081 0.09
H -3.693 -3.266 1.829 -0.092 -0.011 0.076 0.11
H -2.626 -4.980 0.235 -0.130 -0.061 -0.055 0.11
H -1.965 -4.783 1.831 -0.016 -0.072 0.110 0.10
H -0.574 -2.932 0.157 0.100 0.038 -0.271 0.08
H -0.570 -4.489 -0.673 0.130 0.083 -0.188 0.12
H 0.436 -5.546 1.262 -0.095 -0.114 0.312 0.11
H 0.254 -4.086 2.228 0.022 0.095 0.146 0.11
H 1.680 -3.223 -0.021 -0.006 0.102 -0.129 0.09
H 2.329 -4.824 0.198 -0.018 -0.125 -0.068 0.12
H 2.785 -4.229 2.628 -0.068 -0.090 0.088 0.11
H 2.329 -2.587 2.259 -0.187 0.119 0.032 0.10
H 4.764 -2.895 2.202 0.033 -0.044 0.167 0.10
H 4.617 -4.147 1.007 -0.055 -0.154 -0.023 0.11
H 4.845 -2.560 -0.585 -0.051 -0.012 -0.193 0.11
H 3.312 -1.880 -0.163 -0.228 -0.103 0.053 0.09
H 4.545 0.001 0.248 0.018 0.120 -0.128 0.09
H 4.856 -0.757 1.785 -0.179 0.073 0.109 0.10
H 7.052 -0.618 1.356 0.068 -0.037 0.109 0.12
H 6.824 -1.871 0.138 0.096 -0.148 0.074 0.12
H 8.343 -1.234 -1.596 -0.020 -0.130 0.098 0.11
H 8.713 0.895 -3.198 0.040 -0.027 -0.098 0.09
H 7.053 2.813 -2.310 -0.073 0.143 0.048 0.09
H 5.769 1.766 -0.162 -0.073 0.043 0.056 0.11
H -3.365 0.254 1.548 0.131 -0.207 0.036 0.16
```
Positions in Å, forces in eV/Å.

Output
Frontier orbital gap ... 8.21 eV
LUMO ... 0.18 eV
E_tot ... -76884.9497 eV
HOMO level ... -0.295 hartree



Record 2
Below is a molecular structure, C39H55CsNOP3S2, with properties calculated with ωB97M-V/def2-TZVPD.

The geometry in XYZ format:
```
102
Properties=species:S:1:pos:R:3:forces:R:3:lowdin_charge:R:1
Cs 0.686 -1.099 1.013 -0.563 0.183 0.801 0.81
C 6.115 0.521 1.395 -0.040 -0.021 0.034 -0.12
C 5.501 -0.689 1.704 0.042 0.056 -0.014 -0.11
C 4.394 -0.723 2.544 0.095 0.053 -0.129 -0.09
C 3.928 0.468 3.084 -0.234 -0.118 0.363 -0.10
C 4.538 1.678 2.794 0.205 -0.013 -0.097 -0.11
C 5.631 1.708 1.935 0.009 -0.053 -0.015 -0.12
H 6.973 0.540 0.730 -0.004 0.006 -0.001 0.09
H 5.886 -1.610 1.280 0.001 0.000 0.005 0.09
H 3.867 -1.647 2.774 0.025 -0.015 -0.003 0.04
H 3.084 0.390 3.762 -0.064 0.147 -0.077 0.04
H 4.175 2.599 3.233 -0.061 0.000 -0.002 0.10
H 6.105 2.651 1.687 0.008 -0.006 0.003 0.09
C 2.275 2.170 -0.559 -0.020 0.011 0.045 -0.13
C 1.780 2.925 0.679 0.014 -0.076 -0.052 -0.55
C 2.123 4.404 0.547 -0.028 -0.011 -0.007 -0.12
P 0.009 2.408 0.957 -0.084 0.198 0.100 1.04
C -0.396 3.040 2.675 0.038 -0.054 -0.065 -0.54
C -0.572 4.517 3.025 -0.047 -0.015 0.043 -0.14
C -1.628 2.259 3.145 0.044 0.010 0.044 -0.14
C -0.928 3.404 -0.250 0.076 0.084 0.009 -0.29
C -1.162 4.769 -0.113 -0.021 -0.012 -0.020 -0.14
C -1.907 5.498 -1.032 -0.015 0.001 0.004 -0.14
C -2.442 4.814 -2.123 0.005 -0.004 -0.024 -0.14
C -2.205 3.471 -2.314 0.049 -0.080 -0.031 -0.06
C -1.402 2.704 -1.414 0.005 -0.023 0.085 -0.33
N -1.139 1.396 -1.530 -0.075 0.107 -0.171 0.03
C -1.248 0.699 -2.695 0.141 -0.096 0.040 -0.30
C -0.751 1.169 -3.936 -0.050 -0.004 -0.045 -0.05
C -0.672 0.360 -5.053 0.006 0.149 0.037 -0.13
C -1.084 -0.965 -4.995 -0.032 -0.172 0.033 -0.14
C -1.584 -1.448 -3.793 0.020 0.069 -0.113 -0.15
C -1.716 -0.646 -2.664 0.019 0.180 0.102 -0.31
P -2.198 -1.491 -1.117 0.089 -0.221 0.100 1.07
C -3.757 -2.436 -1.601 -0.001 0.089 -0.005 -0.55
C -4.571 -1.892 -2.775 -0.006 -0.022 -0.006 -0.13
C -3.466 -3.927 -1.780 -0.006 -0.004 -0.007 -0.14
C -2.894 -0.273 0.115 -0.101 -0.106 -0.004 -0.58
C -3.210 -1.054 1.396 -0.144 -0.024 0.023 -0.13
C -4.094 0.542 -0.353 0.025 0.065 0.044 -0.11
H 3.336 2.374 -0.737 0.011 0.018 0.009 0.07
H 1.707 2.475 -1.443 0.008 -0.033 -0.008 0.08
H 2.149 1.092 -0.450 0.013 0.014 -0.094 0.02
H 2.294 2.511 1.552 0.048 0.018 0.023 0.07
H 1.619 4.839 -0.319 -0.015 0.001 0.010 0.07
H 3.203 4.523 0.403 -0.005 0.003 -0.003 0.07
H 1.841 4.983 1.426 0.000 0.012 0.022 0.05
H 0.464 2.651 3.237 -0.010 0.021 0.041 0.10
H -1.483 4.918 2.575 0.019 -0.033 0.086 0.06
H 0.264 5.141 2.712 0.016 0.011 -0.002 0.04
H -0.673 4.617 4.111 0.006 0.009 0.009 0.07
H -2.490 2.476 2.506 -0.004 -0.012 -0.027 0.07
H -1.891 2.537 4.171 -0.001 -0.001 -0.011 0.07
H -1.435 1.187 3.132 -0.033 -0.044 -0.014 0.05
H -0.750 5.285 0.745 0.008 -0.014 -0.168 0.07
H -2.080 6.559 -0.892 0.001 0.000 -0.005 0.07
H -3.061 5.340 -2.845 0.001 0.023 0.015 0.09
H -2.647 2.973 -3.167 0.021 -0.063 -0.052 0.09
H -0.369 2.181 -3.984 -0.021 0.064 0.040 0.10
H -0.258 0.763 -5.973 0.000 -0.003 0.004 0.08
H -1.002 -1.616 -5.858 0.001 0.007 0.001 0.08
H -1.868 -2.494 -3.734 0.016 0.011 0.010 0.08
H -4.373 -2.345 -0.702 0.003 0.014 0.004 0.08
H -4.057 -2.049 -3.724 -0.040 0.007 0.029 0.06
H -4.754 -0.822 -2.683 -0.004 0.004 -0.005 0.06
H -5.537 -2.407 -2.829 -0.009 0.003 -0.001 0.07
H -2.866 -4.115 -2.675 0.003 0.009 0.011 0.06
H -4.401 -4.489 -1.889 0.004 -0.013 -0.003 0.07
H -2.917 -4.324 -0.926 -0.004 -0.011 -0.002 0.07
H -2.076 0.420 0.320 0.005 -0.097 -0.087 0.03
H -4.056 -1.733 1.251 0.003 -0.016 0.030 0.06
H -3.489 -0.371 2.203 0.036 0.050 -0.024 0.07
H -2.374 -1.661 1.751 0.015 0.050 -0.021 0.05
H -4.966 -0.095 -0.528 -0.002 -0.004 -0.006 0.06
H -3.863 1.088 -1.269 -0.005 0.005 -0.002 0.06
H -4.375 1.275 0.411 0.016 0.006 -0.004 0.07
S 0.971 -1.277 4.265 0.189 -0.096 0.224 0.29
C 0.167 -2.803 3.896 0.074 0.114 -0.128 -0.83
C -1.104 -3.001 4.471 -0.037 -0.108 -0.018 -0.19
C -1.867 -4.138 4.268 -0.025 0.112 0.080 -0.16
C -1.373 -5.143 3.446 0.091 -0.083 -0.094 -0.16
C -0.133 -4.973 2.852 -0.095 0.031 0.045 -0.19
C 0.671 -3.833 3.041 0.082 -0.102 -0.159 -0.80
S 2.222 -3.830 2.160 0.008 0.079 0.198 0.30
H -1.480 -2.206 5.104 0.003 0.004 0.005 0.07
H -2.839 -4.230 4.741 0.000 -0.006 -0.003 0.08
H -1.945 -6.046 3.259 -0.005 0.003 0.002 0.07
H 0.261 -5.745 2.201 0.001 -0.011 -0.002 0.07
C 2.216 -4.115 -1.708 0.058 0.129 -0.094 -0.18
P 2.550 -2.362 -1.960 0.173 -0.323 -0.020 0.49
C 2.878 -2.145 -3.728 0.011 0.000 0.024 -0.17
C 4.102 -2.039 -1.108 0.109 -0.042 -0.170 -0.17
O 1.465 -1.480 -1.473 0.069 0.109 -0.910 -0.61
H 3.034 -4.737 -2.077 0.006 0.004 0.014 0.05
H 1.295 -4.371 -2.234 -0.025 -0.010 0.046 0.05
H 2.086 -4.271 -0.629 -0.029 -0.023 0.010 -0.01
H 3.723 -2.746 -4.067 -0.019 -0.025 0.010 0.04
H 3.079 -1.090 -3.917 -0.001 0.007 0.023 0.05
H 1.977 -2.419 -4.280 -0.006 0.010 0.003 0.04
H 4.920 -2.630 -1.526 0.010 -0.014 0.055 0.05
H 3.972 -2.284 -0.052 -0.063 -0.032 -0.010 0.03
H 4.337 -0.978 -1.201 0.002 -0.001 0.038 0.06
```
Positions in Å, forces in eV/Å.

Output
Frontier orbital gap ... 4.25 eV
Energy above the lowest of the compared OMol25 structures with the same formula, charge and spin ... 0.969 eV
Total charge ... -2
LUMO ... 3.56 eV
E_tot ... -94961.9566 eV
HOMO level ... -0.025 hartree



- Among the records above, which one has the lowest LUMO?
  C39H55BFIN2O5S



- Which value of E_tot does entry 1 give?
  -76884.9497 eV



- Which of these has the highest E_tot?
  C39H55BFIN2O5S